This record from the Open Molecules 2025 dataset describes C4H11NP as an isolated structure at a distorted geometry. The level of theory is ωB97M-V with the def2-TZVPD basis set.

```
17
Properties=species:S:1:pos:R:3:forces:R:3:mulliken_spin:R:1
C -0.754 1.050 -1.597 -1.069 2.044 -1.815 0.63
C -1.404 1.928 -2.551 1.967 0.459 -0.123 -0.02
C 1.610 0.188 1.979 -1.094 -1.972 -1.381 -0.03
C 2.094 -0.242 0.602 -1.350 3.347 -0.072 0.32
N 2.449 -1.473 0.376 1.162 -1.593 -2.366 0.14
P -0.386 -0.124 -0.605 0.725 -1.810 1.645 0.82
H -0.864 1.618 -3.522 -0.964 0.284 0.859 0.05
H -1.011 2.993 -2.418 -0.852 -1.163 -0.175 0.04
H -2.493 1.812 -2.592 0.329 0.162 -0.251 0.02
H 0.585 -0.250 2.184 1.436 -0.079 0.313 0.01
H 2.386 -0.011 2.691 0.058 -0.383 0.799 0.01
H 1.424 1.210 1.949 -0.069 1.967 -0.002 0.00
H 2.276 0.669 -0.075 0.314 -2.227 0.599 0.00
H 2.357 -2.209 1.046 -0.234 -0.030 0.627 0.00
H 2.767 -1.843 -0.554 -0.352 0.995 1.328 0.00
H 2.347 -1.249 -3.884 -0.271 2.275 -0.838 0.00
H 2.260 -0.474 -4.166 0.264 -2.276 0.854 0.00
```
Positions in Å, forces in eV/Å.

Relative energy (zero: lowest compared OMol25 entry of this formula, charge and spin), kcal per mole: 35.5
<S²>: 2.0158
Largest force on an atom, eV/A: 3.61
Multiplicity: 3
M, g/mol: 104.11
Total charge: +1
LUMO level (spin up / spin down), eV: -4.27 / -7.55

---

This record from the Open Molecules 2025 dataset describes one molecule with the formula C4H11NP2 at a distorted geometry. The level of theory is ωB97M-V with the def2-TZVPD basis set.

```
18
Properties=species:S:1:pos:R:3:forces:R:3:lowdin_charge:R:1
C -1.226 0.218 -2.629 1.175 -1.899 -0.735 -0.18
N -0.760 -0.249 -1.362 -2.271 -1.620 2.175 -0.56
C 0.568 -0.262 -0.912 -0.638 0.838 -2.259 -0.39
P 0.680 0.566 0.613 -1.303 -0.928 2.921 0.76
C 1.729 -0.594 1.619 1.095 2.150 -2.336 -0.25
C -1.198 0.254 1.184 1.616 -1.223 -1.153 -0.50
P -2.016 -0.802 -0.180 1.643 2.834 -1.088 0.89
H -1.514 1.248 -2.734 -0.431 0.577 0.258 0.07
H -0.308 0.053 -3.190 -0.264 0.346 -1.132 0.07
H -1.973 -0.526 -2.982 0.206 0.982 -0.127 0.08
H 1.242 -0.038 -1.796 -0.261 -0.357 1.376 0.07
H 0.675 1.818 1.444 0.339 -0.384 -0.532 -0.02
H 2.506 -0.906 0.872 -0.499 -0.025 0.955 0.05
H 1.026 -1.352 1.774 -0.518 -1.432 0.735 0.00
H 2.145 -0.085 2.474 0.050 -0.247 0.424 0.03
H -1.448 -0.294 2.089 0.818 0.042 0.451 0.02
H -1.402 1.280 1.352 -1.347 0.937 -0.231 -0.02
H -1.444 -1.986 0.247 0.591 -0.592 0.299 -0.10
```
Positions in Å, forces in eV/Å.

Relative energy (zero: lowest compared OMol25 entry of this formula, charge and spin), kcal per mole: 72.4
SMILES string: CN1C=[P@H](C)CP1
Largest force on an atom, eV/A: 3.54
Multiplicity: 1
M, g/mol: 135.09
LUMO level, eV: 0.95

---

This record from the Open Molecules 2025 dataset describes a 3-piece molecular cluster, C4H11NS overall at a distorted geometry. The level of theory is ωB97M-V with the def2-TZVPD basis set.

```
17
Properties=species:S:1:pos:R:3:forces:R:3:lowdin_charge:R:1
C 0.288 -0.136 -1.594 -0.067 -0.157 0.050 -0.11
C 0.022 1.180 -0.899 0.343 -0.996 -0.675 -0.51
C 0.879 2.198 -1.093 -1.447 0.790 1.461 0.01
N -1.147 1.093 -0.181 -0.665 -0.047 0.810 0.03
H 1.064 0.021 -2.352 -0.005 -0.556 0.354 0.08
H 0.519 -0.919 -0.831 0.480 0.517 -0.635 0.04
H -0.622 -0.508 -2.091 0.154 0.298 -0.083 0.07
H 0.755 3.159 -0.563 0.046 -0.579 -0.378 0.05
H 1.698 2.105 -1.751 0.665 -0.160 -0.574 0.02
H -1.184 -1.646 -0.428 -0.329 0.188 3.816 0.17
H -1.396 0.159 0.270 0.780 2.303 -0.986 -0.10
H -1.390 1.896 0.389 0.080 -0.225 -0.026 0.09
C 0.189 -1.758 2.294 1.799 -0.968 -0.879 -0.55
S -1.404 -1.348 1.633 -0.584 -1.174 -2.723 0.61
H 0.991 -1.372 1.632 -0.433 -0.046 0.244 0.03
H 0.389 -1.249 3.254 -0.548 -0.451 -0.263 0.04
H 0.349 -2.876 2.311 -0.267 1.263 0.489 0.04
```
Positions in Å, forces in eV/Å.

Relative energy (zero: lowest compared OMol25 entry of this formula, charge and spin), kcal per mole: 90.1
Largest force on an atom, eV/A: 3.83
Multiplicity: 1
M, g/mol: 105.21
LUMO level, eV: -1.37